No. 1
Computed, not measured: an isolated molecule of C19H18F3N3O3, with the ωB97M-V functional and the def2-TZVPD basis.

The geometry in XYZ format:
```
46
Properties=species:S:1:pos:R:3:forces:R:3:nbo_charge:R:1
O 2.15263 -1.49318 -6.07593 -2.3 0.6 0.5 -0.607
F 0.61656 -1.70830 7.83445 0.5 -1.5 -1.3 -0.327
F -0.04706 -3.60458 6.81172 0.6 1.5 0.3 -0.328
F 2.01348 -2.96846 6.53652 -0.6 0.5 1.2 -0.327
N 0.92794 0.01119 -3.04236 -0.1 -0.3 -1.0 -0.448
N -1.42882 0.23964 -2.94482 -1.4 0.4 -1.1 -0.450
O -3.05640 0.13726 -6.18490 1.4 -0.6 0.3 -0.733
O -0.45846 0.53241 1.96143 -0.8 -0.2 0.0 -0.533
C 2.08744 -0.99379 -4.93953 2.6 -2.0 -3.5 0.610
C -0.13300 1.05252 -1.12971 3.3 0.9 2.7 -0.042
C 1.10499 1.00842 -0.44123 -3.1 -0.3 -1.9 -0.110
C -0.22550 0.38696 -2.42875 1.1 -0.5 -0.8 0.382
C 0.83824 -0.54370 -4.27793 -1.5 1.0 2.2 0.146
C -1.55972 -0.21084 -4.20859 1.1 -0.6 0.3 0.238
C -0.42421 -0.66141 -4.87563 0.3 -0.6 -0.8 -0.247
C -1.02374 -1.07220 3.60774 -1.0 -0.4 -0.4 -0.289
C 1.08154 0.06317 3.83800 -1.0 -1.1 0.4 -0.318
C -0.78234 -1.85199 4.73093 1.5 0.6 0.4 -0.153
C 1.34784 -0.70424 5.00515 -0.6 0.5 -0.8 -0.154
C -0.12336 -0.14071 3.09615 1.5 0.6 1.2 0.408
C 0.43633 -1.66837 5.44665 -1.1 0.0 -0.4 -0.184
N 3.32010 -0.95293 -4.37928 -1.1 1.7 3.0 -0.790
C 0.74371 -2.48355 6.69022 -0.1 -0.2 -0.8 0.981
C -2.95346 -0.32656 -4.81490 -1.1 2.4 0.2 -0.098
C -1.32225 1.84778 -0.55352 1.1 -0.8 -0.5 -0.435
C 1.36943 1.65273 0.88281 -0.7 1.1 -0.8 -0.482
C -0.96287 2.59938 0.71480 0.1 0.0 1.1 -0.411
C 0.05592 1.83405 1.63805 0.1 0.5 -0.5 0.114
H -3.93053 0.44789 -6.43513 -0.1 -0.2 0.6 0.483
H 1.89208 0.41708 -0.90066 -0.1 0.2 0.1 0.224
H -0.52296 -1.18548 -5.82449 0.1 0.4 0.0 0.253
H -1.98477 -1.18982 3.09410 0.4 0.0 0.1 0.227
H 1.82202 0.76948 3.52400 0.2 0.3 -0.1 0.216
H -1.51487 -2.57729 5.07036 0.1 0.1 -0.1 0.234
H 2.26156 -0.48625 5.56438 -0.3 -0.3 -0.2 0.229
H 4.10987 -1.07060 -4.98315 -0.1 0.0 -0.2 0.414
H 3.37881 -0.35881 -3.55574 0.5 -0.3 -0.1 0.392
H -3.56952 0.37395 -4.21243 0.2 -0.6 0.0 0.191
H -3.36334 -1.31228 -4.70688 0.0 -0.7 0.0 0.190
H -1.69723 2.57279 -1.28375 -0.1 -0.4 -0.1 0.227
H -2.08913 1.11244 -0.33161 -0.4 0.0 -0.1 0.230
H 2.05848 1.09483 1.46818 0.6 -0.7 0.4 0.221
H 1.85710 2.63431 0.68992 -0.3 -0.4 0.3 0.229
H -0.61248 3.63468 0.48495 0.3 -0.9 0.2 0.215
H -1.89344 2.76364 1.26843 0.1 -0.1 0.1 0.219
H 0.20341 2.37873 2.57200 0.0 0.1 0.0 0.192
```
Positions in Å, forces in eV/Å.

LUMO level = -0.256 eV
E_HOMO = -8.855 eV
Orbital gap = 8.6 eV
SMILES string = NC(=O)c1cc(CO)nc(C2=CC[C@H](Oc3ccc(C(F)(F)F)cc3)CC2)n1
Total energy = -38760.0495 eV
Net charge = 0
Relative energy (zero: lowest compared OMol25 entry of this formula, charge and spin) = 80.6 kJ/mol


No. 2
Computed, not measured: an isolated molecule of C19H18FNO5, with the ωB97M-V functional and the def2-TZVPD basis.

The geometry in XYZ format:
```
44
Properties=species:S:1:pos:R:3:forces:R:3:nbo_charge:R:1
C -2.87024 -2.74794 1.74861 -0.1 -0.2 0.3 -0.255
H -2.62824 -3.80853 1.70613 0.0 0.1 0.0 0.212
O -2.24309 -2.17790 0.62407 0.1 0.3 -0.3 -0.508
C -2.41823 -0.86516 0.35671 0.0 0.4 -0.1 0.417
C -3.10709 0.03022 1.17110 0.0 -0.5 0.2 -0.324
C -3.21377 1.36172 0.81696 0.2 0.2 -0.4 -0.149
C -2.62944 1.83667 -0.35346 0.1 -0.4 0.0 -0.209
C -1.94154 0.93180 -1.16729 -0.1 -0.1 0.2 -0.123
C -1.83990 -0.40206 -0.84086 0.2 -0.3 0.0 -0.128
C -1.09918 -1.37759 -1.71280 -0.5 -0.1 -0.1 -0.102
H -0.80660 -0.91069 -2.65636 0.0 -0.1 0.1 0.203
H -1.70493 -2.27089 -1.90268 0.1 0.2 -0.1 0.231
O 0.09965 -1.78292 -1.04482 0.1 0.4 -0.1 -0.519
C 0.27744 -3.07715 -0.77921 0.2 -0.4 0.1 0.798
O -0.46254 -3.96315 -1.10449 0.0 -0.1 0.0 -0.589
C 1.56894 -3.28313 0.00588 0.0 0.0 -0.1 -0.338
N 2.21208 -2.04273 0.34585 -0.2 -0.1 0.3 -0.599
C 3.33400 -1.62840 -0.30204 -0.1 0.1 0.3 0.667
O 4.02037 -2.37535 -0.96784 0.2 -0.1 -0.2 -0.612
C 3.67426 -0.19107 -0.08521 0.1 0.2 -0.1 -0.167
C 5.01232 0.16757 0.04792 -0.2 -0.1 0.0 -0.136
C 5.37127 1.49106 0.21616 -0.1 0.2 0.0 -0.285
C 4.37424 2.45103 0.22567 -0.1 -0.1 0.0 0.415
C 3.03882 2.12558 0.06406 0.2 0.2 0.1 -0.287
C 2.69165 0.79567 -0.08844 0.2 -0.1 0.0 -0.170
H 1.65454 0.53702 -0.24817 -0.1 0.0 0.0 0.221
H 2.29386 2.90552 0.05121 -0.1 0.1 0.0 0.235
F 4.71425 3.74451 0.38898 0.0 -0.1 0.0 -0.321
H 6.40200 1.78666 0.33068 0.1 0.0 0.0 0.233
H 5.76297 -0.60695 0.01769 0.1 -0.1 0.0 0.235
H 1.64866 -1.35558 0.82130 0.2 0.0 -0.1 0.401
H 1.33933 -3.87337 0.89897 0.0 0.0 -0.2 0.225
H 2.26910 -3.85308 -0.61489 -0.2 0.0 0.1 0.271
H -1.49272 1.30694 -2.07535 0.1 0.0 -0.1 0.239
C -2.68567 3.25322 -0.78967 -0.2 0.2 0.2 0.579
O -2.06987 3.63681 -1.75961 0.0 0.0 0.0 -0.542
C -3.54210 4.19054 0.02635 0.1 0.2 -0.2 -0.718
H -3.53675 5.17332 -0.43776 0.0 0.0 0.0 0.241
H -4.56309 3.81994 0.07875 -0.1 0.0 0.1 0.229
H -3.14679 4.27247 1.03662 0.0 0.0 0.1 0.230
H -3.75221 2.02651 1.47364 -0.1 0.1 0.1 0.218
H -3.56357 -0.30677 2.08841 0.0 -0.1 0.1 0.221
H -2.48626 -2.32309 2.68152 0.0 0.0 -0.1 0.177
H -3.95594 -2.62125 1.70772 0.0 0.0 0.0 0.182
```
Positions in Å, forces in eV/Å.

LUMO level = 0.207 eV
E_HOMO = -9.177 eV
Orbital gap = 9.4 eV
SMILES string = COc1ccc(C(C)=O)cc1COC(=O)CNC(=O)c1ccc(F)cc1
Total energy = -34440.8297 eV
Net charge = 0
Relative energy (zero: lowest compared OMol25 entry of this formula, charge and spin) = 11.3 kJ/mol


No. 3
Computed, not measured: a structure of composition C19H18IN3O3SSn, with the ωB97M-V functional and the def2-TZVPD basis.

The geometry in XYZ format:
```
46
Properties=species:S:1:pos:R:3:forces:R:3:nbo_charge:R:1
C -0.91229 -0.34264 2.93108 -2.6 -3.9 -1.6 -0.996
C 0.20044 1.62102 2.61145 2.1 3.6 -3.1 -0.977
H -1.63987 0.09286 3.61913 0.0 0.1 -0.5 0.214
H 0.06174 -0.58551 3.36403 -0.5 0.5 -0.6 0.247
H -1.31415 -1.29023 2.52982 -0.2 -0.8 1.4 0.156
H 0.38145 2.56695 2.08018 0.8 0.7 1.0 0.162
H -0.28522 1.84741 3.56007 -0.6 -0.4 -0.6 0.225
H 1.15011 1.08942 2.72429 -0.4 0.2 -0.1 0.227
C -3.23787 -1.34356 0.05772 0.3 0.6 -0.7 0.098
C -4.40244 -1.74224 -0.59288 0.1 0.1 0.0 -0.225
C -4.80228 -1.06044 -1.74373 0.4 0.1 0.1 -0.129
C -4.03951 0.01631 -2.20292 0.5 0.2 0.2 -0.199
H -2.89276 -1.79398 0.98687 0.0 0.1 -0.2 0.247
H -4.97575 -2.57816 -0.19521 0.1 0.3 -0.1 0.243
H -5.70043 -1.35535 -2.28493 0.2 0.1 0.2 0.236
H -4.31784 0.58679 -3.08620 -0.2 -0.3 0.2 0.225
N -2.47653 -0.34135 -0.43582 -0.9 0.2 -0.7 -0.505
C -2.87057 0.38297 -1.52135 -0.8 -1.6 0.7 0.194
C -2.06190 1.56226 -1.86077 1.4 1.4 -0.1 0.188
N -1.01311 1.84313 -1.03534 -0.7 0.3 -0.7 -0.503
C -0.28730 2.97153 -1.17134 -0.6 -0.6 -0.3 0.104
C -1.56250 3.57040 -3.11853 0.2 -0.3 0.4 -0.129
C -0.52846 3.85382 -2.21913 -0.1 -0.1 -0.1 -0.227
H 0.47773 3.14576 -0.41538 -0.1 -0.1 -0.2 0.242
H 0.09306 4.74180 -2.32156 -0.2 -0.2 0.0 0.243
C -2.33882 2.42496 -2.92977 0.0 -0.4 0.3 -0.199
H -3.15730 2.16355 -3.59911 0.3 0.3 0.1 0.226
H -1.76596 4.23151 -3.95884 0.0 -0.1 0.2 0.236
Sn -0.94668 0.65674 0.84396 1.9 0.0 6.1 1.617
I -3.05155 2.29583 1.80122 -0.5 0.1 -0.5 -0.483
O 2.84937 -2.81463 3.43222 -0.1 0.3 -0.2 -0.912
S 3.11338 -1.59257 2.72471 -0.9 0.7 -1.1 2.301
O 3.87592 -0.56476 3.38886 -0.4 -0.4 -0.3 -0.913
N 1.72736 -0.95406 2.03572 0.0 -0.1 0.0 -0.811
C 1.68787 -0.95957 0.72297 -0.8 0.5 1.6 0.610
O 0.70629 -0.45657 0.01444 0.5 -0.3 0.0 -0.780
C 2.89058 -1.54680 0.11596 0.8 -0.3 -0.9 -0.055
C 3.25430 -1.69471 -1.23452 -0.3 0.1 0.7 -0.191
C 4.51297 -2.22306 -1.51211 0.2 -0.1 0.0 -0.212
C 5.38874 -2.59579 -0.47992 0.0 0.0 0.0 -0.194
C 5.01835 -2.44808 0.86152 -0.3 0.1 -0.4 -0.180
C 3.76539 -1.92016 1.12960 1.4 -0.6 -0.8 -0.321
H 2.55791 -1.39610 -2.02797 0.4 -0.1 0.4 0.227
H 4.82773 -2.34558 -2.55209 -0.1 0.0 0.4 0.218
H 6.37453 -3.00043 -0.72404 -0.4 0.1 0.0 0.220
H 5.66588 -2.71873 1.68763 0.1 0.0 -0.2 0.235
```
Positions in Å, forces in eV/Å.

LUMO level = -1.836 eV
E_HOMO = -5.713 eV
Orbital gap = 3.9 eV
Total energy = -55371.6840 eV
Net charge = 0


The lowest LUMO level belongs to which entry? C19H18IN3O3SSn